## one
A cluster of 2 separate species, CH3IO2S in total. Source: OMol25; level of theory: ωB97M-V with the def2-TZVPD basis set.

Values from the calculation:
Gap between HOMO and LUMO (spin up / spin down) (eV): 6.167 / 6.201
HOMO (spin up / spin down) (eV): -8.722 / -8.768
2S+1: 1

Last columns: bonded neighbours and bond lengths (Å).
Positions of all 8 atoms, in Å:
1 C -1.18781 0.38451 -0.03034  O2 1.454, H6 1.048, H7 1.079, H8 1.015
2 O -0.77913 -0.86493 0.59138  C1 1.454, O3 1.310
3 O 0.40413 -1.03252 1.12842  O2 1.310
4 S 2.21881 -1.11054 -0.67034  I5 2.301
5 I 2.99889 1.04555 -0.47303  S4 2.301
6 H -1.18032 0.01863 -1.01235  C1 1.048
7 H -0.34100 1.02446 0.16145  C1 1.079
8 H -2.13357 0.53483 0.30481  C1 1.015

---

## two
A cluster of 2 separate species, CH3IO2S in total. Source: OMol25; level of theory: ωB97M-V with the def2-TZVPD basis set.

Values from the calculation:
Gap between HOMO and LUMO (eV): 8.598
HOMO (eV): -9.622
2S+1: 1

Last columns: bonded neighbours and bond lengths (Å).
Positions of all 8 atoms, in Å:
1 C -0.33280 -1.11287 1.18486  O2 1.162, H7 1.088, H8 1.055
2 O -0.13654 -1.43926 0.08720  C1 1.162
3 O 0.96563 -0.20487 -1.02341  S4 1.443
4 S 0.53239 0.90900 -1.83278  O3 1.443, I5 2.479, H6 1.433
5 I 0.63834 2.79044 -0.22223  S4 2.479
6 H -0.87975 0.82219 -1.60282  S4 1.433
7 H 0.43829 -1.14382 1.95219  C1 1.088
8 H -1.22555 -0.62080 1.45698  C1 1.055

---

What are the relative energies? In kcal/mol: one 70.1; two 0.0.

---

## one
A cluster of 2 separate species, C3H7N2O2 in total. Source: OMol25; level of theory: ωB97M-V with the def2-TZVPD basis set.

Values from the calculation:
Total charge: +1
Gap between HOMO and LUMO (eV): 10.963
HOMO (eV): -14.740
2S+1: 1

Last columns: bonded neighbours and bond lengths (Å).
Positions of all 14 atoms, in Å:
1 C 2.66461 -0.18619 0.29624  O6 1.130, O7 1.160
2 C -0.70121 -0.30446 0.31013  N4 1.271, N5 1.502, H8 1.112
3 C -0.74575 1.88414 -0.41576  N4 1.381, H9 1.117, H10 1.099, H11 1.114
4 N -0.78372 0.52335 -0.65035  C2 1.271, C3 1.381
5 N -0.78673 -1.73578 -0.13799  C2 1.502, H12 1.119, H13 1.038, H14 1.031
6 O 3.73723 0.13993 0.15333  C1 1.130
7 O 1.55820 -0.51185 0.41831  C1 1.160
8 H -0.42420 -0.19753 1.38125  C2 1.112
9 H -1.63678 2.43575 -0.80346  C3 1.117
10 H -0.54870 2.09796 0.64429  C3 1.099
11 H 0.17445 2.34149 -0.84641  C3 1.114
12 H -1.30290 -2.39264 0.60701  N5 1.119
13 H 0.17909 -2.09787 -0.01994  N5 1.038
14 H -1.38357 -1.99630 -0.93665  N5 1.031

---

## two
A cluster of 2 separate species, C3H7N2O2 in total. Source: OMol25; level of theory: ωB97M-V with the def2-TZVPD basis set.

Values from the calculation:
Total charge: +1
Gap between HOMO and LUMO (spin up / spin down) (eV): 8.059 / 8.056
HOMO (spin up / spin down) (eV): -14.478 / -14.480
2S+1: 1

Last columns: bonded neighbours and bond lengths (Å).
Positions of all 14 atoms, in Å:
1 C 3.01093 -0.14535 -0.02921  C2 1.361, H8 1.047, H9 1.033
2 C 1.84025 0.54126 0.06881  C1 1.361, N5 1.392, H10 1.155
3 C -2.58428 -0.55448 0.52637  O7 1.403, H11 1.164, H12 1.047, H13 1.050
4 N -1.02383 0.95680 -0.41256  O7 1.293, H14 0.995
5 N 0.71138 -0.12298 -0.40198  C2 1.392, O6 1.176
6 O 0.56406 -1.28615 -0.49813  N5 1.176
7 O -1.99570 0.11674 -0.55652  C3 1.403, N4 1.293
8 H 3.88278 0.43086 0.03691  C1 1.047
9 H 2.99780 -1.13958 -0.30822  C1 1.033
10 H 1.70937 1.62897 0.43490  C2 1.155
11 H -3.57773 -0.00706 0.78584  C3 1.164
12 H -2.07700 -0.39705 1.42921  C3 1.047
13 H -2.74145 -1.50944 0.12038  C3 1.050
14 H -0.71659 1.48746 -1.19580  N4 0.995

---

What are the relative energies? In kcal/mol: one 0.0; two 158.6.

---

## one
The ion C3H7N2O2 with charge +1. Source: OMol25; level of theory: ωB97M-V with the def2-TZVPD basis set.

Values from the calculation:
SMILES: CON1C=[NH+]CO1
Total charge: +1
Gap between HOMO and LUMO (eV): 8.534
HOMO (eV): -13.719
2S+1: 1

Last columns: bonded neighbours and bond lengths (Å).
Positions of all 14 atoms, in Å:
1 C 2.34174 0.40848 -0.01369  O2 1.419, H8 1.152, H9 1.035, H10 1.084
2 O 1.32260 -0.21773 -0.77760  C1 1.419, N3 1.318
3 N 0.18058 -0.17064 -0.12064  O2 1.318, C4 1.585, O7 1.502
4 C -1.01712 -1.12139 -0.53606  N3 1.585, N5 1.275, H11 1.120
5 N -2.02983 -0.35996 -0.39009  C4 1.275, C6 1.409, H12 1.064
6 C -1.77271 0.91145 0.15999  N5 1.409, O7 1.403, H13 1.082, H14 1.102
7 O -0.40256 1.19977 0.07707  N3 1.502, C6 1.403
8 H 3.17958 0.91344 -0.62120  C1 1.152
9 H 2.76281 -0.31002 0.60102  C1 1.035
10 H 1.88480 1.12027 0.66465  C1 1.084
11 H -0.92044 -2.19117 -0.85463  C4 1.120
12 H -3.06174 -0.61866 -0.38658  N5 1.064
13 H -2.27108 1.70161 -0.38570  C6 1.082
14 H -1.97115 0.92708 1.24362  C6 1.102

---

## two
The ion C3H7N2O2 with charge +1. Source: OMol25; level of theory: ωB97M-V with the def2-TZVPD basis set.

Values from the calculation:
SMILES: [NH2+]=CC/C(O)=N/O
Total charge: +1
Gap between HOMO and LUMO (eV): 8.091
HOMO (eV): -13.372
2S+1: 1

Last columns: bonded neighbours and bond lengths (Å).
Positions of all 14 atoms, in Å:
1 N 2.33608 -0.60102 0.11904  C2 1.248, H8 1.007, H9 1.055
2 C 1.52515 0.29593 0.42942  N1 1.248, C3 1.480, H10 1.146
3 C 0.48927 0.80675 -0.49636  C2 1.480, C4 1.662, H11 1.037, H12 1.092
4 C -0.99378 0.10195 -0.23897  C3 1.662, O5 1.384, N6 1.315
5 O -0.75660 -1.25157 -0.07811  C4 1.384, H13 1.046
6 N -2.16162 0.64178 0.03056  C4 1.315, O7 1.421
7 O -3.20687 -0.29178 0.26559  N6 1.421, H14 1.034
8 H 3.15576 -0.85628 0.64443  N1 1.007
9 H 2.24378 -0.97428 -0.86370  N1 1.055
10 H 1.69291 0.92754 1.37054  C2 1.146
11 H 0.25644 1.80866 -0.36758  C3 1.037
12 H 0.95838 0.64709 -1.46966  C3 1.092
13 H -1.65370 -1.71786 0.18968  O5 1.046
14 H -3.88520 0.46310 0.46510  O7 1.034

---

What are the relative energies? In kcal/mol: one 61.9; two 0.0.